a) {
  "formula": "C4H8NO3",
  "method": "the ωB97M-V functional and the def2-TZVPD basis",
  "total_charge": -1,
  "spin_multiplicity": 1,
  "homo_lumo_gap_ev": 7.9,
  "e_homo_ev": -4.24,
  "lumo_energy_ev": 3.70,
  "symbols": ["C", "C", "O", "N", "H", "H", "H", "H", "H", "C", "C", "O", "O", "H", "H", "H"],
  "xyz": [[-1.780, 1.207, 1.532], [-0.324, 1.594, 1.500], [0.050, 2.761, 1.393], [0.563, 0.598, 1.667], [1.538, 0.673, 1.513], [0.364, -0.388, 1.560], [-1.963, 0.479, 2.311], [-2.073, 0.825, 0.550], [-2.305, 2.161, 1.573], [0.940, -0.975, -2.467], [0.775, -2.025, -1.303], [0.822, -1.557, -0.140], [0.490, -3.199, -1.654], [0.153, -0.268, -2.205], [0.842, -1.407, -3.457], [1.908, -0.477, -2.374]],
  "nbo_charge": [-0.72, 0.67, -0.67, -0.81, 0.40, 0.43, 0.22, 0.24, 0.23, -0.74, 0.78, -0.84, -0.78, 0.21, 0.20, 0.19]
}



b) {
  "formula": "C4H8NO3",
  "method": "the ωB97M-V functional and the def2-TZVPD basis",
  "total_charge": -1,
  "spin_multiplicity": 1,
  "homo_lumo_gap_ev": 8.2,
  "e_homo_ev": -4.53,
  "lumo_energy_ev": 3.65,
  "symbols": ["C", "C", "O", "N", "H", "H", "H", "H", "H", "C", "C", "O", "O", "H", "H", "H"],
  "xyz": [[-1.514, 0.905, 2.863], [-0.410, 0.405, 1.818], [0.707, 0.879, 1.870], [-0.954, -0.297, 0.817], [-0.338, -0.979, 0.177], [-1.920, -0.574, 0.864], [-2.009, 1.815, 2.547], [-1.194, 0.868, 3.897], [-2.315, 0.165, 2.811], [1.254, 0.696, -1.456], [0.577, -0.616, -1.929], [0.443, -1.505, -0.994], [0.213, -0.747, -3.092], [1.951, 1.106, -2.194], [1.754, 0.458, -0.525], [0.419, 1.384, -1.300]],
  "nbo_charge": [-0.72, 0.68, -0.65, -0.86, 0.46, 0.36, 0.21, 0.21, 0.18, -0.74, 0.79, -0.84, -0.73, 0.19, 0.23, 0.21]
}



c) {
  "formula": "C4H8NO3",
  "method": "the ωB97M-V functional and the def2-TZVPD basis",
  "total_charge": -1,
  "spin_multiplicity": 1,
  "homo_lumo_gap_ev": 7.3,
  "e_homo_ev": -3.81,
  "lumo_energy_ev": 3.52,
  "symbols": ["C", "C", "O", "O", "H", "H", "H", "C", "C", "O", "N", "H", "H", "H", "H", "H"],
  "xyz": [[1.464, 3.265, 0.380], [0.638, 2.133, -0.289], [0.248, 2.380, -1.446], [0.428, 1.136, 0.441], [0.710, 3.963, 0.776], [2.064, 3.816, -0.354], [2.101, 2.904, 1.185], [0.624, -2.317, -0.291], [-0.831, -2.178, 0.074], [-1.658, -1.746, -0.703], [-1.182, -2.528, 1.350], [1.063, -1.327, -0.377], [0.696, -2.781, -1.272], [-2.118, -2.267, 1.608], [-0.603, -3.041, 1.987], [1.147, -2.986, 0.405]],
  "nbo_charge": [-0.74, 0.76, -0.78, -0.81, 0.20, 0.19, 0.19, -0.72, 0.69, -0.61, -0.84, 0.29, 0.22, 0.39, 0.38, 0.18]
}



d) {
  "formula": "C4H8NO3",
  "method": "the ωB97M-V functional and the def2-TZVPD basis",
  "total_charge": -1,
  "spin_multiplicity": 1,
  "homo_lumo_gap_ev": 8.7,
  "e_homo_ev": -4.70,
  "lumo_energy_ev": 4.05,
  "symbols": ["C", "C", "O", "N", "H", "H", "H", "H", "H", "C", "C", "O", "O", "H", "H", "H"],
  "xyz": [[-1.010, -1.469, -1.436], [-1.253, -0.194, -2.220], [-1.716, -0.206, -3.361], [-0.914, 0.939, -1.581], [-1.060, 1.819, -2.044], [-0.559, 0.934, -0.616], [-1.712, -2.209, -1.801], [-1.180, -1.302, -0.371], [0.023, -1.786, -1.552], [1.778, 0.743, 2.560], [0.797, 0.156, 1.538], [-0.046, 0.967, 1.065], [0.883, -1.065, 1.294], [1.299, 0.653, 3.538], [1.945, 1.805, 2.377], [2.727, 0.213, 2.611]],
  "nbo_charge": [-0.72, 0.67, -0.70, -0.84, 0.37, 0.45, 0.21, 0.25, 0.24, -0.73, 0.77, -0.82, -0.77, 0.20, 0.20, 0.20]
}



Pick d): it beats the second-best structure by 15.1 kcal/mol.



a) {
  "formula": "C4H8NO3",
  "method": "the ωB97M-V functional and the def2-TZVPD basis",
  "total_charge": -1,
  "spin_multiplicity": 1,
  "homo_lumo_gap_ev": 9.0,
  "e_homo_ev": -4.97,
  "lumo_energy_ev": 3.99,
  "symbols": ["C", "C", "O", "N", "H", "H", "H", "H", "H", "C", "C", "O", "O", "H", "H", "H"],
  "xyz": [[0.618, 0.194, -2.652], [-0.676, -0.369, -2.203], [-1.320, -1.221, -2.944], [-1.071, -0.251, -0.900], [-1.985, -0.618, -0.777], [-0.450, -0.009, 0.024], [1.422, -0.342, -3.265], [1.112, 0.541, -1.686], [0.483, 1.271, -3.026], [-0.219, 0.150, 2.922], [0.967, 0.062, 1.870], [0.629, 0.668, 0.873], [2.030, -0.425, 2.145], [0.240, 0.067, 3.986], [-1.016, -0.713, 2.660], [-0.761, 0.995, 2.974]],
  "nbo_charge": [-0.74, 0.64, -0.72, -0.85, 0.37, 0.46, 0.23, 0.26, 0.22, -0.73, 0.79, -0.79, -0.72, 0.19, 0.19, 0.19]
}



b) {
  "formula": "C4H8NO3",
  "method": "the ωB97M-V functional and the def2-TZVPD basis",
  "total_charge": -1,
  "spin_multiplicity": 1,
  "homo_lumo_gap_ev": 6.2,
  "e_homo_ev": -2.88,
  "lumo_energy_ev": 3.28,
  "symbols": ["O", "C", "N", "C", "O", "C", "C", "O", "H", "H", "H", "H", "H", "H", "H", "H"],
  "xyz": [[1.494, -1.032, -0.811], [0.759, -0.426, -0.076], [0.450, 0.930, -0.011], [1.215, 1.877, -1.074], [0.478, 2.859, -1.480], [-0.040, -1.229, 0.975], [-1.517, -0.875, 1.011], [-2.393, -1.930, 1.460], [-0.075, 0.332, -0.836], [2.151, 2.130, -0.521], [1.492, 1.161, -1.876], [0.493, -0.947, 1.897], [0.117, -2.286, 0.965], [-1.827, -0.611, -0.009], [-1.770, -0.045, 1.670], [-2.059, -2.752, 1.087]],
  "nbo_charge": [-0.65, 0.58, -0.61, 0.14, -0.89, -0.52, -0.05, -0.73, 0.38, 0.06, 0.08, 0.21, 0.20, 0.16, 0.19, 0.45]
}



c) {
  "formula": "C4H8NO3",
  "method": "the ωB97M-V functional and the def2-TZVPD basis",
  "total_charge": -1,
  "spin_multiplicity": 1,
  "homo_lumo_gap_ev": 8.3,
  "e_homo_ev": -4.44,
  "lumo_energy_ev": 3.89,
  "symbols": ["C", "C", "O", "N", "H", "H", "H", "H", "H", "C", "C", "O", "O", "H", "H", "H"],
  "xyz": [[0.350, -1.798, -2.267], [0.311, -0.262, -2.236], [0.750, 0.281, -3.248], [-0.241, 0.357, -1.190], [-0.781, 1.206, -1.194], [-0.431, -0.169, -0.333], [1.304, -2.110, -2.652], [-0.517, -2.115, -2.875], [0.018, -2.229, -1.324], [0.290, 1.311, 2.901], [-0.531, 0.484, 1.888], [-0.172, -0.653, 1.522], [-1.644, 1.047, 1.642], [1.060, 1.944, 2.471], [0.595, 0.593, 3.654], [-0.362, 2.114, 3.241]],
  "nbo_charge": [-0.71, 0.67, -0.68, -0.83, 0.41, 0.44, 0.22, 0.22, 0.22, -0.74, 0.76, -0.79, -0.81, 0.20, 0.20, 0.21]
}



Pick c): it beats the second-best structure by 26.0 kcal/mol.